Entry from OMol25: a single C2H3NO2S molecule at a distorted geometry (ωB97M-V/def2-TZVPD).

- Highest occupied orbital energy: -9.55 eV
- Relative energy (zero: lowest compared OMol25 entry of this formula, charge and spin): 76.8 kcal per mole
- Molar mass: 105.12 g mol⁻¹
- Max |F|: 4.987 eV Å⁻¹
- Electronic energy: -681.3369 Eh
- Kohn-Sham gap: 0.360 hartree
- SMILES string: O=C1NOCS1

The geometry in ORCA input format:
```
! wB97M-V def2-TZVPD RIJCOSX def2/J DEFGRID3
* xyz 0 1
C 0.34 -1.33 -0.18
C -0.37 1.19 0.72
N -0.03 -0.27 -1.07
O 0.51 -2.46 -0.56
O 0.12 1.00 -0.54
S 0.31 -0.70 1.46
H 0.26 1.84 1.38
H -1.44 0.89 0.78
H 0.31 -0.17 -2.00
*
```

Löwdin population analysis, charges in e, atoms 1 to 6: -0.81, -0.22, 0.02, 0.01, -0.21, 0.88